#one
An isolated molecule of C4H3N5, computed with ωB97M-V with the def2-TZVPD basis set.

ORCA input file:
```
! RIJCOSX wB97M-V def2-TZVPD def2/J DEFGRID3
* xyz 0 1
C 1.74112 -0.25418 0.23094
C -1.25257 -0.02364 -0.08487
C -0.85218 1.46416 -0.18933
C -2.57967 -0.17149 0.26904
H 2.23325 0.52072 1.82761
H 2.94623 -0.55516 0.05833
H 0.92788 -1.55243 -1.65571
N 1.22952 0.52458 1.10184
N 0.80215 -0.90902 -0.75433
N -0.60669 -0.91618 -0.73249
N -0.97938 2.64039 -0.64364
N -3.60966 -0.76775 0.57261
*
```

## Properties
- Lowest unoccupied orbital energy: -1.130 eV
- Orbital gap: 8.53 eV
- SMILES string: [H]/N=C/NN=C(C#N)C#N

=====

#two
An isolated molecule of C4H3N5, computed with ωB97M-V with the def2-TZVPD basis set.

ORCA input file:
```
! RIJCOSX wB97M-V def2-TZVPD def2/J DEFGRID3
* xyz 0 1
C 1.34150 -1.37642 0.52325
C 1.27353 1.06156 0.38980
C -0.81549 -0.13200 0.51516
C 0.66241 -0.17840 0.03297
N 1.88317 -2.33926 0.84342
N 1.50412 2.17114 0.53128
N 0.60125 -0.07022 -1.48018
N -0.54469 0.18087 -1.79694
N -1.43163 0.13864 -0.82461
H -1.07787 -0.90644 1.14441
H -1.08464 0.86448 0.97968
H -2.31166 0.58605 -0.85823
*
```

## Properties
- Lowest unoccupied orbital energy: 0.359 eV
- Orbital gap: 10.90 eV
- SMILES string: N#CC1(C#N)CNN=N1

=====

Top of the stability list: #two, leading by 3.110 eV.

=====

#one
An isolated molecule of C22H24N4O4S, computed with ωB97M-V with the def2-TZVPD basis set.

ORCA input file:
```
! RIJCOSX wB97M-V def2-TZVPD def2/J DEFGRID3
* xyz 0 1
C -0.19561 3.36282 -0.85657
C 0.83277 2.60316 -0.07715
C 0.88917 2.73714 1.30462
C 1.85078 2.06594 2.03045
C 2.75501 1.23034 1.39802
C 2.69340 1.06306 0.02289
C 1.74141 1.77138 -0.72728
C 1.70477 1.64126 -2.22160
H 1.83606 2.61822 -2.68510
H 2.49596 0.98251 -2.56463
H 0.74406 1.24569 -2.54785
O 3.48093 0.20083 -0.70460
C 4.61960 -0.44456 -0.17033
C 4.60864 -1.90412 -0.64456
H 4.13213 -1.92330 -1.62694
H 5.63428 -2.25341 -0.76796
C 3.88653 -2.84132 0.33475
C 2.62607 -2.22190 0.92064
O 2.51694 -1.98576 2.10121
N 1.65882 -1.97979 -0.01310
C 0.50366 -1.21584 0.12421
C 0.08769 -0.69370 1.34889
C -1.01539 0.13666 1.39844
C -1.71250 0.41698 0.24153
C -1.34758 -0.13379 -0.97077
C -0.23867 -0.95126 -1.03002
H 0.07416 -1.37432 -1.97404
H -1.93844 0.09715 -1.84166
S -3.08024 1.54271 0.31021
O -3.54628 1.85820 -1.00448
O -2.80837 2.62217 1.21047
N -4.27134 0.63677 1.12946
C -4.83951 -0.45074 0.55050
N -4.15107 -1.02431 -0.43413
C -4.69842 -2.08466 -0.99881
C -5.92107 -2.59980 -0.59408
C -6.53771 -1.93600 0.45700
N -6.01089 -0.86995 1.03019
H -7.48912 -2.25883 0.86022
H -6.36224 -3.46313 -1.06210
H -4.12409 -2.53213 -1.80006
H -4.81102 1.10244 1.84210
H -1.33164 0.58590 2.32534
H 0.64875 -0.91476 2.24056
H 1.89320 -2.20762 -0.96980
H 4.54392 -3.06475 1.17648
H 3.63678 -3.78067 -0.16298
H 5.50909 0.06968 -0.55947
H 4.65259 -0.40775 0.91949
H 3.47989 0.70591 1.99971
H 1.90243 2.18043 3.10263
H 0.17122 3.36959 1.80334
H -0.89269 3.85466 -0.18440
H 0.28065 4.11618 -1.48461
H -0.76744 2.70037 -1.50426
*
```

## Properties
- Lowest unoccupied orbital energy: 0.554 eV
- Orbital gap: 8.64 eV
- SMILES string: Cc1cccc(OCCCC(=O)Nc2ccc(S(=O)(=O)Nc3ncccn3)cc2)c1C

=====

#two
An isolated molecule of C22H24N4O4S, computed with ωB97M-V with the def2-TZVPD basis set.

ORCA input file:
```
! RIJCOSX wB97M-V def2-TZVPD def2/J DEFGRID3
* xyz 0 1
C -6.19696 -1.56429 1.45308
C -5.05656 -0.73181 0.96290
C -3.75983 -1.23957 0.90904
C -2.72586 -0.44122 0.46128
C -3.02443 0.86730 0.07933
N -4.25491 1.35534 0.11137
C -5.23381 0.57889 0.53622
H -6.21511 1.03602 0.53622
N -2.01476 1.72362 -0.38015
C -0.79122 1.88862 0.20356
C -0.06508 2.78266 -0.57739
C 1.24396 3.30541 -0.38729
C 2.33180 2.69260 0.14301
C 2.54600 1.28202 0.40284
O 1.77312 0.35553 0.23841
N 3.84031 1.06488 0.85266
C 4.70362 2.12327 0.92099
O 5.84422 2.08601 1.28464
S 3.83189 3.58833 0.42596
C 4.29434 -0.29982 1.01643
H 3.71094 -0.76345 1.81170
H 5.35297 -0.26633 1.28608
C 4.12741 -0.98266 -0.35069
O 4.41612 -0.36394 -1.35548
N 3.69670 -2.26293 -0.39172
C 3.12894 -3.04308 0.68627
H 3.45968 -2.69635 1.66204
C 1.59805 -2.99042 0.56971
O 1.18044 -3.50106 -0.67576
C 1.74727 -2.76354 -1.73956
H 1.38237 -3.22392 -2.65851
C 3.27839 -2.79354 -1.68031
H 3.70484 -2.17057 -2.46590
H 3.64378 -3.82007 -1.77453
H 1.41260 -1.71713 -1.68863
H 1.12462 -3.61203 1.33180
H 1.27226 -1.94565 0.67594
H 3.46339 -4.07853 0.55669
H 1.38857 4.32145 -0.73677
C -0.92326 3.17268 -1.65226
C -2.09807 2.50387 -1.51971
C -3.29688 2.50293 -2.39553
H -3.11385 3.13821 -3.25742
H -3.52184 1.49396 -2.74130
H -4.16585 2.87131 -1.85375
H -0.65706 3.84276 -2.44495
C -0.48165 1.37453 1.55872
H 0.05729 0.42723 1.50222
H 0.16782 2.08168 2.07227
H -1.39244 1.23238 2.13770
H -1.71929 -0.81839 0.38247
H -3.56682 -2.25999 1.20821
H -6.23471 -2.51139 0.91727
H -7.14212 -1.04510 1.31812
H -6.07132 -1.78674 2.51246
*
```

## Properties
- Lowest unoccupied orbital energy: -0.087 eV
- Orbital gap: 7.68 eV
- SMILES string: Cc1ccc(-n2c(C)cc(/C=C3/SC(=O)N(CC(=O)N4CCOCC4)C3=O)c2C)nc1

=====

Top of the stability list: #two, leading by 0.419 eV.

=====

#one
An isolated molecule of C3H2N4O, computed with ωB97M-V with the def2-TZVPD basis set.

ORCA input file:
```
! RIJCOSX wB97M-V def2-TZVPD def2/J DEFGRID3
* xyz 0 1
C 0.28374 -1.10175 0.09954
C -1.23156 -0.22153 -1.10027
C -1.81834 -0.55777 0.58079
N 0.15064 -0.61397 -1.08458
N -0.72268 -1.12159 1.04358
N -2.13506 -1.02722 -0.74531
N -1.38518 1.14218 -0.50761
O -2.14499 0.82322 0.69781
H 1.36132 -1.46414 0.43957
H -0.49561 1.53623 -0.22335
*
```

## Properties
- Lowest unoccupied orbital energy (alpha / beta): -1.844 / -1.845 eV
- Orbital gap (alpha / beta): 8.17 / 8.16 eV

=====

#two
An isolated molecule of C3H2N4O, computed with ωB97M-V with the def2-TZVPD basis set.

ORCA input file:
```
! RIJCOSX wB97M-V def2-TZVPD def2/J DEFGRID3
* xyz 0 1
C -1.76368 -0.22986 -0.02544
C 1.22737 -0.62633 0.25579
C 1.02642 0.74067 0.31100
H 2.45628 -0.88564 0.27479
H 2.08315 1.40707 0.71765
N -0.99879 -1.24747 -0.49482
N 0.32468 -1.42597 -0.47950
N -0.14932 1.38255 -0.42255
N -1.33532 1.09500 -0.65555
O -2.87079 -0.21002 0.51864
*
```

## Properties
- Lowest unoccupied orbital energy: -1.875 eV
- Orbital gap: 7.82 eV
- SMILES string: O=c1nnccnn1

=====

#three
An isolated molecule of C3H2N4O, computed with ωB97M-V with the def2-TZVPD basis set.

ORCA input file:
```
! RIJCOSX wB97M-V def2-TZVPD def2/J DEFGRID3
* xyz 0 1
C -0.41759 0.26003 -0.15503
C 0.03351 -1.02483 0.15179
C 1.50886 -1.21158 -0.15076
H -0.31361 2.29938 0.35825
H 1.16012 1.76331 0.00440
N 0.11990 1.47053 0.15942
N -2.16729 -1.14366 -0.15215
N -1.09113 -1.82428 0.23924
N 2.78715 -0.81773 -0.15819
O -1.61991 0.22883 -0.29698
*
```

## Properties
- Lowest unoccupied orbital energy: -0.256 eV
- Orbital gap: 9.25 eV
- SMILES string: N#Cc1nnoc1N

=====

Top of the stability list: #three, leading by 1.217 eV.